(1)
ORCA calculation (wB97M-V/def2-TZVPD) on a molecular structure, C48H42BrCl3InN5O3S3.

* E_LUMO: 3.558 eV
* E: -7693.36353 Eh
* ΔE to the lowest compared entry with this formula, charge and spin: 21.6 kcal per mole

```
! wB97M-V def2-TZVPD RIJCOSX def2/J DEFGRID3
* xyz -2 1
H -1.73 -4.67 4.31
H -4.77 0.27 -2.51
C 4.87 0.24 -4.07
C 5.27 0.08 1.82
C 0.37 4.99 0.48
O -0.96 2.42 -0.02
H -0.54 -2.69 5.23
H 4.11 3.72 -0.74
N -0.84 -1.71 0.85
H 2.09 8.29 -1.08
C -0.79 4.49 1.23
C 0.03 -3.47 4.71
C -0.89 -4.23 3.75
C -4.06 -4.82 -1.35
H 5.38 5.60 -1.74
C -0.32 -2.67 1.83
C 4.03 1.79 2.96
C 3.45 1.91 -3.06
H -4.55 -5.32 -0.50
H 1.42 -1.49 2.27
C -4.37 -2.33 -1.36
H 1.38 -3.31 0.69
C 2.90 0.41 1.28
C -3.62 -3.43 -0.98
O -2.61 1.41 1.65
C 2.70 -0.36 -3.21
H -0.29 2.81 -0.60
H 1.64 -5.55 1.80
H 1.81 -2.26 4.55
C -4.73 0.16 -1.43
C -2.67 -1.64 -4.71
S 2.94 -0.86 0.11
H 1.54 3.20 0.48
H 3.27 2.94 -2.77
N 6.29 -0.45 1.71
H -3.48 -0.30 2.22
C -1.30 5.28 2.27
C 2.38 4.97 -0.39
H -2.20 -3.77 2.11
C 4.37 5.76 -1.38
H 2.39 -4.63 4.00
C -2.74 3.46 2.95
H 5.80 -0.04 -4.55
H -0.89 6.27 2.41
C -1.97 -1.19 -3.60
C -3.39 0.72 2.60
H 4.05 -1.74 -4.13
H -0.76 -5.88 2.37
C 0.59 -1.92 2.82
C -2.39 -2.89 -5.23
H -4.77 -4.81 -2.18
H 1.93 -1.11 -3.04
C -1.31 3.22 1.01
C -0.75 -3.23 -3.55
H -5.76 0.07 -1.07
H 2.81 -3.53 2.68
C 4.03 0.75 2.00
C -1.98 -1.99 0.12
Cl 0.44 -4.26 -2.81
S 0.95 1.44 -2.06
H 0.02 -1.10 3.27
C 1.07 -4.74 2.28
H -3.21 -5.44 -1.64
C -1.43 -3.70 -4.65
C -3.93 -1.05 -1.03
N 1.43 4.18 0.20
C -2.45 -3.26 -0.25
Br -2.96 5.82 4.51
C -2.26 4.76 3.09
H -0.01 -4.34 0.44
In 0.42 -0.35 -0.29
N 0.54 6.23 0.10
H -2.88 0.71 3.57
N 4.05 2.64 3.75
C 4.64 1.56 -3.69
C 2.47 0.95 -2.80
C 2.53 7.30 -1.02
C -2.75 -0.90 -0.32
H 5.39 2.32 -3.87
C 1.81 6.25 -0.46
C -2.25 2.68 1.90
H -1.22 -4.68 -5.04
H -2.41 0.10 -0.08
C 3.67 4.70 -0.83
H 0.26 -6.06 3.79
H -3.47 3.06 3.63
H 0.43 -4.14 5.47
H -3.42 -1.02 -5.15
C -1.45 -3.26 2.70
C 1.97 -3.96 3.23
H -4.30 1.07 -1.01
C 1.16 -2.85 3.90
H -1.95 -2.42 3.20
C -0.11 -5.34 3.06
C 3.89 -0.71 -3.83
H -5.29 -2.45 -1.93
Cl -3.27 -3.46 -6.63
O -0.31 -1.62 -1.91
C -0.96 -1.95 -2.96
C 3.80 7.04 -1.48
H -1.88 -4.14 -0.02
C 0.54 -3.79 1.20
H 4.39 7.84 -1.91
S 1.40 1.22 1.58
Cl -2.42 0.37 -2.98
H -4.38 1.17 2.70
*
```

Results of the Mulliken charge analysis, in e, for atoms 1 through 6: number 1, H, carries 0.264; number 2, H, carries 0.405; number 3, C, carries -0.492; number 4, C, carries -0.237; number 5, C, carries 0.356; number 6, O, carries -0.254


(2)
ORCA calculation (wB97M-V/def2-TZVPD) on a single C4H6N2O2 molecule.

* structure (SMILES): [H]/N=C/NC(=O)[C@@H]1CO1
* E_LUMO: 0.640 eV
* E: -415.88395 Eh
* ΔE to the lowest compared entry with this formula, charge and spin: 98.3 kcal per mole

```
! wB97M-V def2-TZVPD RIJCOSX def2/J DEFGRID3
* xyz 0 1
O 0.18 1.33 1.05
C 1.08 1.17 -0.04
O 0.59 1.27 -2.30
C 1.31 0.37 1.03
N -0.57 -0.30 -1.10
H 1.97 0.91 1.81
H 1.12 -0.74 1.24
C 0.38 0.76 -1.17
C -1.37 -1.14 -0.17
H -2.43 -1.39 -0.52
N -0.95 -1.85 0.82
H 1.77 1.98 -0.12
H -1.39 -0.15 -1.88
H -1.69 -2.22 1.35
*
```

Results of the Mulliken charge analysis, in e, for atoms 1 through 6: number 1, O, carries -0.414; number 2, C, carries 0.289; number 3, O, carries -0.601; number 4, C, carries -0.406; number 5, N, carries -0.267; number 6, H, carries 0.215